{"formula": "H15NO6", "method": "wB97M-V/def2-TZVPD", "symbols": ["N", "H", "H", "H", "H", "H", "O", "H", "H", "O", "H", "H", "O", "H", "H", "O", "H", "H", "O", "H", "H", "O"], "coordinates": [[0.068996, -1.522571, 1.010962], [-0.780658, -1.154151, 0.534041], [-0.031604, -3.238094, -1.284090], [0.217565, -0.947497, 1.848305], [1.994416, 0.868017, 2.291969], [0.130659, 1.888857, 0.864368], [1.715568, 1.150700, 1.419680], [0.865803, 0.390414, -1.794729], [-0.102423, 1.514613, -1.548899], [0.058997, 0.781018, -2.170578], [-1.774416, -0.081575, 0.050415], [-3.362449, 0.927110, 1.188658], [-2.449085, 0.732551, 0.956068], [-1.344869, 1.623638, 0.408387], [0.911408, -1.358962, 0.440849], [-0.450371, 1.950320, 0.091106], [-0.623291, -2.824977, -1.476355], [-0.834380, -0.299317, -1.202833], [-1.408590, -0.831232, -0.624381], [2.982671, -0.076130, -1.011228], [2.042244, 0.690104, 0.503123], [2.173806, -0.182828, -0.494830]], "atomic_forces_ev_per_a": [[2.07, 0.80, 1.60], [-1.26, -1.40, -0.98], [-0.08, 0.03, -0.06], [0.10, -0.08, -0.05], [0.55, -0.37, -0.32], [0.45, -0.10, -0.16], [-0.83, 0.85, 0.31], [0.38, 0.05, 0.07], [0.05, 0.15, 0.18], [-0.22, -0.56, -0.27], [-1.47, -0.17, -0.36], [0.01, -0.18, -0.30], [0.31, -0.27, 0.10], [0.34, 0.55, -0.07], [0.37, -0.49, -0.28], [-0.67, 0.39, 0.29], [0.17, -0.17, 0.03], [0.85, 0.96, -1.52], [-1.13, 0.82, 1.36], [-0.02, -0.12, 0.01], [0.25, -0.57, 0.46], [-0.20, -0.11, -0.05]], "nbo_charge": [-0.60, 0.38, -0.01, 0.37, 0.48, 0.51, -0.96, 0.49, 0.51, -0.97, 0.50, 0.48, -0.97, 0.49, 0.42, -0.98, 0.01, 0.52, -0.68, 0.47, 0.50, -0.96], "homo_energy_ev": -10.29, "e_above_lowest_kcal_mol": 252.1, "total_charge": 0, "gap_ev": 4.0}

{"formula": "C16H10CdI2N2O5S5", "method": "wB97M-V/def2-TZVPD", "symbols": ["Cd", "I", "C", "C", "C", "I", "C", "C", "C", "C", "N", "C", "C", "O", "H", "H", "H", "H", "S", "S", "S", "S", "N", "C", "C", "C", "C", "C", "C", "S", "O", "O", "O", "H", "H", "H", "H", "H", "H", "O", "C"], "coordinates": [[-1.031707, 0.833581, 0.415005], [-0.161434, 5.894198, 2.152686], [0.678617, 4.119184, 2.896603], [1.436937, 4.144708, 4.056872], [1.992519, 2.985882, 4.548981], [3.131622, 3.126337, 6.326907], [1.807462, 1.754657, 3.895182], [2.333392, 0.515538, 4.320552], [2.085891, -0.621797, 3.602361], [1.305941, -0.534916, 2.441989], [0.807364, 0.600853, 2.016233], [1.027589, 1.739035, 2.701901], [0.423050, 2.948663, 2.149793], [-0.254159, 2.925443, 1.087782], [1.591029, 5.082330, 4.572602], [2.934542, 0.475900, 5.219316], [2.478081, -1.578335, 3.920600], [1.081489, -1.410637, 1.843447], [-2.523910, 1.822754, -1.345140], [-4.234444, 0.900702, -0.713257], [-4.305033, 1.184945, 1.334761], [-2.827566, -0.003546, 2.115613], [-0.894631, -1.797436, -0.283394], [-0.798803, -1.999103, -1.689200], [0.391414, -2.470371, -2.239649], [0.486550, -2.686165, -3.605198], [-0.597778, -2.431629, -4.428148], [-1.770413, -1.930165, -3.888782], [-1.874003, -1.708632, -2.521238], [-0.434191, -2.823327, -6.177950], [-1.703771, -2.435587, -6.779695], [0.711687, -2.038150, -6.625767], [-0.187980, -4.265407, -6.179711], [-0.236006, -2.381279, 0.210653], [-1.829857, -1.947387, 0.076928], [1.233255, -2.683704, -1.587047], [1.396414, -3.065177, -4.053792], [-2.596809, -1.723862, -4.556499], [-2.784224, -1.305570, -2.090396], [0.990180, 1.888796, -1.800699], [0.721693, 0.898680, -1.341206]], "atomic_forces_ev_per_a": [[-0.85, -0.13, 0.62], [0.13, -0.20, 0.13], [-0.26, 0.24, -0.36], [0.10, -0.24, 0.06], [0.24, 0.32, 0.46], [-0.14, -0.04, -0.23], [-0.14, -0.13, -0.28], [-0.01, -0.07, -0.05], [0.05, 0.03, 0.07], [-0.06, 0.08, -0.13], [-0.08, -0.18, -0.09], [0.18, 0.04, 0.30], [-0.01, 0.21, -0.04], [0.14, -0.19, 0.10], [-0.01, 0.01, 0.00], [-0.01, 0.01, 0.02], [0.00, 0.00, -0.01], [0.03, -0.02, 0.05], [0.36, 0.09, -0.10], [-0.34, -0.23, 0.34], [-0.32, 0.19, -0.33], [0.52, -0.19, -0.07], [0.01, 0.35, -0.12], [-0.01, -0.13, -0.06], [-0.04, 0.00, -0.03], [0.07, 0.01, 0.14], [-0.01, -0.03, -0.31], [0.07, -0.03, -0.02], [0.02, 0.03, 0.11], [-0.01, -0.11, 0.00], [0.05, 0.00, 0.06], [-0.07, -0.05, 0.04], [-0.01, 0.16, -0.03], [-0.05, -0.04, 0.09], [-0.03, 0.06, 0.07], [0.02, 0.01, -0.01], [0.02, -0.01, 0.06], [-0.01, 0.01, 0.03], [0.00, 0.00, -0.01], [0.22, -0.05, -0.25], [0.25, 0.23, -0.23]], "nbo_charge": [1.49, 0.11, -0.27, -0.22, -0.21, 0.05, -0.13, -0.14, -0.26, 0.04, -0.50, 0.16, 0.36, -0.76, 0.23, 0.22, 0.21, 0.19, -0.67, -0.09, -0.09, -0.74, -0.88, 0.21, -0.30, -0.18, -0.34, -0.17, -0.29, 2.41, -1.03, -1.03, -1.03, 0.36, 0.40, 0.19, 0.23, 0.24, 0.23, -0.46, 0.46], "homo_energy_ev": -2.59, "e_above_lowest_kcal_mol": 4.0, "total_charge": -2, "gap_ev": 5.6}